No. 1
The following is a quantum chemistry calculation of a 2-piece molecular cluster, H3INPS overall, from the Open Molecules 2025 dataset.

```
7
Properties=species:S:1:pos:R:3:forces:R:3:mulliken_charge:R:1
I -4.676069 -0.136034 -0.311712 0.1 -0.1 -0.1 -0.098
S 2.565053 -1.220788 -0.809820 -0.4 0.3 0.1 -0.114
P 1.827335 0.742256 -0.573759 -0.4 -0.7 -0.7 0.116
N 1.823711 -0.501703 0.663075 -1.3 -1.0 0.4 -0.388
H -5.500452 0.734249 0.746406 -0.1 0.1 0.1 0.097
H 0.836313 -0.975740 0.807871 2.3 1.6 -0.6 0.296
H 3.124111 1.357759 -0.522061 -0.2 -0.2 0.8 0.092
```
Positions in Å, forces in eV/Å.

## Properties
SMILES: [nH]1[pH]s1.I
LUMO level in Eh: 0.007
HOMO-LUMO gap in eV: 9.023
Energy relative to the best compared isomer or geometry (same formula, charge and spin) in kcal/mol: 7.4

=====

No. 2
The following is a quantum chemistry calculation of a 2-piece molecular cluster, C8H10O overall, from the Open Molecules 2025 dataset.

```
19
Properties=species:S:1:pos:R:3:forces:R:3:mulliken_charge:R:1
O -0.556350 -2.092235 -1.340402 0.4 1.1 0.4 -0.520
C 0.563261 0.729344 -1.199182 0.1 2.1 0.4 0.210
C -2.734779 -0.483996 0.760426 0.9 -0.2 -0.4 0.251
C 0.485362 1.959695 0.969599 0.3 -0.3 0.1 -1.052
C -1.681360 -0.859008 0.313929 -0.5 0.3 -0.5 -0.577
C 0.490996 -1.912842 0.816580 0.7 0.8 -0.6 -0.959
C 1.361066 0.333675 -2.145919 -0.5 -0.9 -0.3 -0.804
C -0.073037 1.510410 -0.343963 0.4 -0.3 -0.6 -0.202
C -0.489641 -1.513263 -0.270796 -1.3 -2.5 0.9 0.356
H -0.024135 -2.465621 1.599667 -0.2 0.0 -0.1 0.365
H 0.109562 1.341097 1.785254 -0.1 0.0 0.1 0.233
H -1.057252 1.881935 -0.603509 -0.1 -0.2 -0.1 0.398
H 0.912208 -1.011674 1.258976 0.1 0.0 0.2 0.267
H 1.573535 1.884935 0.963639 0.0 0.0 0.1 0.335
H 1.899071 1.021018 -2.781360 0.1 0.2 0.1 0.289
H 0.221146 2.995634 1.179534 -0.1 0.0 0.0 0.384
H -3.661207 -0.108571 1.093916 -0.3 0.1 0.2 0.457
H 1.296269 -2.506137 0.389891 0.0 -0.1 0.0 0.291
H 1.365282 -0.704396 -2.446279 0.2 -0.2 0.1 0.276
```
Positions in Å, forces in eV/Å.

## Properties
SMILES: C#CC(C)=O.C=C=CC
LUMO level in Eh: 0.016
HOMO-LUMO gap in eV: 9.761
Energy relative to the best compared isomer or geometry (same formula, charge and spin) in kcal/mol: 103.7

=====

No. 3
The following is a quantum chemistry calculation of a 2-piece molecular cluster, CH7NS2 overall, from the Open Molecules 2025 dataset.

```
11
Properties=species:S:1:pos:R:3:forces:R:3:mulliken_charge:R:1
S 0.979069 -0.222617 -0.124501 -0.5 -0.1 0.2 -0.054
S -0.840905 -0.669447 -1.020566 0.5 0.0 0.0 -0.192
N -1.299331 0.289268 2.680983 -1.4 -0.8 -0.4 -0.617
C 1.441742 1.255168 -1.007214 0.5 -0.1 -1.3 -0.834
H -1.907934 0.318332 1.878483 -0.2 0.1 0.1 0.205
H -1.457068 0.437699 -0.608406 -0.3 0.1 0.2 0.124
H 2.520113 1.336559 -0.945923 0.3 0.2 0.4 0.294
H -0.501631 -0.257056 2.412217 0.6 0.7 0.4 0.240
H -1.278861 1.185946 3.127470 0.9 0.0 0.0 0.203
H 0.978354 2.202311 -0.763476 -0.3 -0.1 0.6 0.313
H 1.266014 1.074389 -2.067320 -0.2 0.0 -0.1 0.320
```
Positions in Å, forces in eV/Å.

## Properties
SMILES: CSS.N
LUMO level in Eh: 0.017
HOMO-LUMO gap in eV: 9.391
Energy relative to the best compared isomer or geometry (same formula, charge and spin) in kcal/mol: 8.1

=====

No. 4
The following is a quantum chemistry calculation of a 2-piece molecular cluster, CBrCl2F2OP overall, from the Open Molecules 2025 dataset.

```
8
Properties=species:S:1:pos:R:3:forces:R:3:mulliken_charge:R:1
Br -2.355150 -0.878883 -0.303042 0.1 0.7 -0.5 0.031
Cl 2.717976 0.355906 -0.858903 -0.4 -0.2 0.1 -0.204
Cl 1.025706 -2.395392 -0.294562 0.0 1.1 0.1 -0.215
P 1.174006 -0.363055 0.285437 -0.9 -0.2 1.0 0.734
F -1.410096 1.299686 0.921405 -0.2 0.4 -0.6 -0.096
F -1.269736 1.541561 -1.245754 -0.4 -0.1 0.0 -0.118
O 1.448637 -0.279467 1.747387 -0.4 0.1 -1.6 -0.493
C -1.331344 0.719646 -0.251965 2.3 -1.9 1.5 0.360
```
Positions in Å, forces in eV/Å.

## Properties
LUMO level (alpha / beta) in Eh: -0.088 / -0.066
HOMO-LUMO gap (alpha / beta) in eV: 7.124 / 7.781
Energy relative to the best compared isomer or geometry (same formula, charge and spin) in kcal/mol: 5.4

=====

No. 5
The following is a quantum chemistry calculation of C20H41N2P3SeV as an isolated structure, from the Open Molecules 2025 dataset.

```
68
Properties=species:S:1:pos:R:3:forces:R:3:lowdin_spin:R:1
Se -0.286020 1.899235 -3.284151 0.2 -1.2 0.7 0.002
V -0.169185 -0.642137 -0.396552 0.1 1.2 0.0 2.104
P 2.203570 -0.463097 -0.543340 2.0 0.0 -0.2 -0.030
P -2.412993 0.208708 -0.382064 -1.8 0.7 -0.3 -0.028
P 0.186932 1.548982 0.919912 0.1 1.4 1.1 -0.038
N -0.322135 -2.047697 0.971647 -0.3 -0.6 -0.5 0.001
N -0.781788 -3.317329 0.669897 0.1 0.4 0.6 0.002
C 0.253305 -0.998538 -6.264091 0.3 0.1 -0.7 0.000
C -3.096625 1.843047 -0.831858 0.3 0.4 -0.1 -0.004
C 0.794157 1.718528 -5.834083 -0.3 -0.1 0.3 0.000
C 1.049207 1.171612 -7.086141 -0.2 -0.6 -0.1 0.000
C 3.187503 -1.063428 0.870823 -0.3 -0.1 0.3 -0.003
C -0.012638 -0.444235 -5.027859 -0.2 0.5 0.4 0.000
C -1.071310 2.052460 2.172638 -0.2 -0.4 -0.1 -0.002
C -0.121737 -2.025647 2.305727 -0.4 -1.0 -0.4 0.014
C -0.533991 -3.807409 -3.282641 -0.4 -0.8 -0.9 0.000
C 2.570559 -1.734452 -1.793370 -0.4 -0.3 -0.1 0.001
C 0.231550 0.920994 -4.832980 0.3 0.1 -1.3 0.000
C 1.621700 1.780103 2.058792 0.2 -0.5 0.0 -0.003
C -3.167572 -0.837880 -1.669787 0.4 -0.4 -0.1 0.000
C 0.762587 -0.191363 -7.296968 0.0 0.3 0.2 0.000
C -0.444262 -3.261706 2.854851 0.2 0.7 0.2 -0.001
C 0.336542 3.177044 0.076179 -0.1 -0.3 -0.9 -0.007
C 3.190379 0.935819 -1.153956 -0.2 0.5 -0.1 -0.004
C -0.863398 -4.043020 1.799444 0.0 0.1 -0.9 0.004
C -0.913042 -4.091098 -4.550750 0.4 0.2 0.5 0.000
C -3.425197 -0.236426 1.055225 0.1 -0.1 0.7 -0.004
H 0.035332 -2.059971 -6.445622 0.2 0.6 0.0 0.000
H 4.191678 -1.298048 0.490045 -0.3 0.0 0.1 -0.001
H -1.469488 -3.387735 -5.191560 0.1 -0.4 0.6 0.000
H -0.573450 3.438525 -0.486911 0.3 -0.1 0.2 0.000
H 3.288700 -0.318821 1.669536 -0.1 -0.2 -0.3 0.000
H -4.176966 1.686653 -0.990738 0.4 0.1 0.1 -0.001
H -1.038235 -3.591466 -0.284239 0.2 0.0 0.6 0.000
H 2.730451 -1.973536 1.285336 0.2 0.2 -0.1 0.000
H -2.550216 -0.901807 -2.576125 -0.3 0.1 0.1 0.001
H 0.048159 0.556502 -2.660693 -0.2 0.4 0.9 0.001
H 2.561168 1.959885 1.528456 -0.2 -0.1 0.1 0.000
H 0.492118 3.920614 0.867037 -0.1 -0.2 -0.1 -0.002
H 4.154016 0.535045 -1.518896 -0.4 0.2 0.2 -0.001
H 0.970419 2.771266 -5.602923 0.1 -0.3 -0.4 0.000
H 0.917168 -0.632334 -8.274288 0.1 0.1 0.1 0.000
H 1.745454 0.945088 2.759498 0.0 0.2 -0.1 0.000
H 2.663341 1.433793 -1.983791 0.3 -0.1 0.2 0.000
H 1.197061 3.201624 -0.609028 -0.3 0.0 0.2 0.000
H -3.188319 -1.248321 1.414861 -0.2 0.2 -0.1 0.000
H -0.451449 -1.068273 -4.244733 0.1 0.2 -0.1 0.000
H -1.232581 1.268642 2.919160 0.0 0.1 -0.1 0.000
H -4.125471 -0.363144 -1.907442 0.1 -0.3 -0.1 -0.001
H 2.402268 -2.735596 -1.372983 0.1 0.2 -0.2 0.000
H 3.633282 -1.596544 -2.029493 -0.2 -0.3 -0.1 -0.001
H 0.061633 -4.540188 -2.716175 -0.3 0.4 -0.2 0.000
H -2.962370 2.595416 -0.041099 0.0 -0.3 -0.3 0.000
H -0.639236 -5.043621 -5.058999 -0.1 0.8 0.7 0.000
H -2.029907 2.346030 1.736584 0.2 -0.1 0.1 0.000
H -0.373091 -3.529329 3.893436 -0.1 -0.1 0.1 0.000
H -1.200505 -5.056919 1.750807 -0.1 -0.4 0.1 0.000
H -4.481245 -0.187172 0.742959 0.4 -0.1 0.1 -0.002
H 1.382840 2.682796 2.635230 0.2 -0.3 -0.1 -0.001
H 3.390633 1.658855 -0.347822 -0.1 -0.2 -0.4 0.000
H -3.270369 0.461454 1.892339 -0.1 -0.3 -0.3 0.000
H 1.434608 1.821107 -7.883124 -0.1 -0.5 0.3 0.000
H -0.629383 2.924142 2.670942 -0.3 -0.2 -0.1 -0.001
H 0.219383 -1.128977 2.774127 0.2 0.3 0.2 0.001
H -0.883393 -2.904285 -2.747600 0.2 -0.2 -0.4 0.000
H -3.337972 -1.847213 -1.270629 -0.1 0.2 -0.2 0.000
H -2.638718 2.203946 -1.767413 -0.3 -0.1 0.4 0.000
H 1.961554 -1.620053 -2.701871 0.3 0.0 0.1 0.001
```
Positions in Å, forces in eV/Å.

## Properties
Multiplicity: 3
LUMO level (alpha / beta) in Eh: -0.413 / -0.378
HOMO-LUMO gap (alpha / beta) in eV: 4.710 / 5.650
<S²>: 2.05
Energy relative to the best compared isomer or geometry (same formula, charge and spin) in kcal/mol: 0.0
Charge: +3

=====

No. 6
The following is a quantum chemistry calculation of a 11-piece molecular cluster, C24H49BCl22OSi overall, from the Open Molecules 2025 dataset.

```
98
Properties=species:S:1:pos:R:3:forces:R:3:mulliken_charge:R:1
Cl 3.360109 2.088798 2.719484 0.1 0.0 0.0 -0.196
Cl 1.956631 -7.317796 -3.373900 0.4 -0.3 0.1 -0.191
Cl 4.620715 -4.519020 1.988263 0.1 -0.1 -0.1 -0.215
Cl -1.565491 4.973817 -0.945550 0.0 0.0 0.1 -0.194
Cl -5.839607 -1.696235 -4.056078 1.5 -1.3 0.2 -0.197
Cl 12.473923 7.963332 0.105648 0.0 0.0 0.0 -0.186
Cl -10.413053 4.548887 -0.581525 0.0 0.0 0.0 -0.190
Cl 2.028739 -4.931183 -0.923422 0.0 0.0 0.1 -0.121
Cl 11.036949 5.909260 2.424420 0.0 0.0 0.0 -0.196
Cl -3.725280 -0.308306 -2.207313 0.3 -1.6 -0.3 -0.219
Cl -7.925370 -0.842738 0.015331 0.0 0.0 0.0 -0.196
Cl 3.211537 -5.061535 7.000380 0.0 0.0 0.0 -0.176
Cl -13.635287 3.501330 -1.002587 0.0 0.0 0.0 -0.195
Cl 3.030612 5.226352 1.412252 0.1 0.0 0.0 -0.193
Cl -1.353454 -1.495037 2.739673 0.0 0.0 0.0 -0.174
Cl -0.167820 1.858476 -0.962176 0.1 0.0 0.0 -0.149
Cl -11.095338 -0.373707 -1.164533 0.0 -0.1 0.0 -0.218
Cl 5.422804 3.860252 -2.055415 0.0 0.0 0.0 -0.195
Cl 8.669054 4.801165 -1.564884 0.0 0.0 -0.1 -0.220
Cl 3.593291 -1.831703 0.144878 0.0 0.0 -0.1 -0.196
Cl -2.758782 1.618236 2.772608 0.0 0.0 0.1 -0.219
Cl 2.197431 -2.379619 5.151059 -0.2 0.1 0.2 -0.119
Si -1.871492 -2.876776 -1.981011 -0.4 1.0 0.9 0.325
O -0.005649 -3.105806 -4.310026 -1.9 -0.7 1.0 -0.644
C -2.670605 -0.899864 1.696284 -0.2 0.1 -0.2 0.073
C -1.475745 2.455213 -2.014480 -0.1 0.1 -0.2 -0.331
C 3.395860 -5.917861 -1.499053 0.2 -0.1 -0.1 -0.474
C 1.949980 3.170215 2.863588 -0.2 0.1 0.0 -0.360
C 6.295709 3.935326 -0.504563 0.0 0.0 0.2 -0.249
C -8.449274 -0.851231 -1.687704 0.0 0.1 -0.2 -0.118
C -4.208261 -4.129186 -4.026289 -1.5 0.7 -0.7 -1.042
C -0.581413 -5.439262 -3.259529 0.3 0.6 -0.1 -0.657
C -3.441089 -2.058152 -2.697532 -2.2 0.3 -1.3 -0.043
C 7.292599 5.073050 -0.464596 -0.2 0.0 0.2 -0.390
C 3.300661 -6.211589 -2.982335 0.2 0.1 0.0 -0.476
C 1.745820 4.009718 1.621077 -0.2 -0.2 0.0 -0.254
C -11.466286 3.796442 0.643504 -0.1 -0.1 0.2 -0.472
C -4.383759 -2.645839 -3.529904 1.6 0.5 1.4 0.569
C 12.879169 6.258971 0.427443 0.1 -0.2 0.0 -0.431
C -9.573354 0.129041 -1.943934 0.2 0.1 -0.1 -0.452
C 11.663767 5.447375 0.821200 0.1 -0.1 -0.2 -0.197
C 4.225607 -2.888540 2.591343 0.0 0.2 0.1 -0.008
C -12.393763 2.763593 0.040755 0.1 -0.1 0.1 0.072
C 2.815833 -3.432560 7.601531 0.0 0.1 0.1 -0.462
C 1.696752 -2.789157 6.811422 -0.1 0.0 0.3 -0.554
C 3.103520 -2.244653 1.806825 -0.1 0.0 0.2 -0.458
C -2.510391 0.565793 1.355718 0.0 -0.2 -0.2 0.039
C -1.310355 3.919529 -2.358754 0.0 -0.1 -0.2 -0.528
B -0.755745 -3.815471 -3.284539 1.7 -1.8 -2.0 0.438
H -9.323778 1.128444 -1.585641 0.0 -0.1 0.1 0.329
H 2.514288 -3.543938 8.644068 -0.1 0.0 -0.1 0.344
H -1.566317 -5.987974 -3.355524 1.0 0.5 0.2 0.294
H -2.643898 -1.496170 0.782693 0.1 0.1 0.0 -0.305
H -2.233317 -3.703894 -0.803989 -0.2 -0.1 -0.1 -0.185
H 3.925901 -3.000207 3.634951 0.1 -0.1 -0.3 -0.084
H -2.425283 2.264737 -1.514112 0.1 0.1 0.0 0.154
H 1.394695 -1.856022 7.289449 0.1 -0.1 0.0 0.306
H 5.134357 -2.287006 2.558938 -0.1 -0.1 -0.1 0.347
H -1.444560 1.854300 -2.924501 0.0 0.1 0.1 0.343
H 13.646018 6.233891 1.201858 -0.1 0.1 0.0 0.326
H 2.229734 -2.894517 1.749485 0.1 0.0 0.0 0.335
H -0.604186 -3.110377 -5.084846 0.7 0.2 0.2 0.277
H -5.237243 -4.479259 -4.366634 1.3 0.3 0.4 0.371
H -1.029866 -1.787196 -1.425129 -0.2 0.1 0.0 -0.170
H 4.216791 -6.696827 -3.322099 -0.1 0.0 0.1 0.380
H -12.922208 2.233515 0.834627 0.1 0.1 0.0 0.322
H 3.724427 -2.830959 7.572016 -0.1 -0.1 -0.1 0.304
H 3.163993 -5.297777 -3.561599 -0.1 -0.1 0.1 0.326
H -0.069295 -5.765037 -2.295618 -0.9 0.4 -1.1 0.211
H -3.616642 -1.093647 2.202116 0.1 0.1 0.0 0.395
H -1.521986 0.776106 0.948157 -0.1 -0.1 0.2 -0.026
H 13.308997 5.856857 -0.491191 -0.1 0.0 0.0 0.293
H 11.927212 4.390007 0.878343 0.1 0.1 0.0 0.303
H 3.425265 -6.833153 -0.907858 -0.1 0.1 -0.1 0.309
H -2.049773 4.208142 -3.107222 0.0 -0.1 0.1 0.361
H 2.088737 3.790743 3.748958 0.1 0.0 -0.1 0.355
H 5.544534 4.075193 0.274780 0.0 0.1 -0.1 0.106
H -9.772266 0.191461 -3.014848 0.0 -0.1 0.1 0.331
H 6.829233 6.022580 -0.732183 0.0 -0.1 -0.1 0.334
H 0.125050 -5.742405 -4.087911 -1.1 0.3 0.8 0.158
H -10.810525 3.322003 1.375342 0.0 0.0 -0.1 0.288
H 6.779551 2.972095 -0.341948 0.0 0.1 -0.1 0.323
H 2.803473 -1.311814 2.288030 0.1 0.0 0.0 0.307
H -3.255062 0.854869 0.612443 0.0 -0.1 0.1 0.165
H -3.872808 -4.852211 -3.232155 -0.1 1.0 -0.8 0.292
H -8.737768 -1.869888 -1.947361 0.0 0.1 0.1 0.330
H 10.855226 5.557699 0.097890 0.1 0.1 0.1 0.096
H -0.318875 4.127059 -2.761595 -0.1 0.0 0.1 0.336
H 0.803414 4.554516 1.693689 0.1 0.0 0.0 0.308
H -12.020386 4.589201 1.146212 0.0 0.0 -0.1 0.349
H -3.557374 -4.131183 -4.953121 -0.6 -0.2 1.2 0.264
H -7.578146 -0.581143 -2.286712 -0.1 0.1 0.1 -0.004
H 7.706329 5.167614 0.540866 0.0 -0.1 -0.1 0.284
H 1.078666 2.533452 3.026478 0.0 0.0 -0.1 0.228
H 4.304287 -5.349414 -1.291751 -0.1 0.0 -0.1 0.283
H -11.846297 2.030532 -0.551261 -0.1 0.2 0.0 -0.181
H 0.823326 -3.438240 6.750332 0.1 0.0 -0.1 0.323
H 1.713947 3.393902 0.722034 0.1 0.1 0.1 0.106
```
Positions in Å, forces in eV/Å.

## Properties
SMILES: CB(O)[SiH2]/C(Cl)=C(\C)Cl.ClCCCl.ClCCCl.ClCCCl.ClCCCl.ClCCCl.ClCCCl.ClCCCl.ClCCCl.ClCCCl.ClCCCl
LUMO level in Eh: -0.009
HOMO-LUMO gap in eV: 9.371

=====

Number 1: electronic energy -1093.72551 Eh. Number 2: electronic energy -385.90850 Eh. Number 3: electronic energy -893.40777 Eh. Number 4: electronic energy -4148.81284 Eh. Number 5: electronic energy -5264.62985 Eh. Number 6: electronic energy -11457.68685 Eh.